[1]
Formula: C4H12N4
Source: the OMol25 dataset
Level of theory: wB97M-V/def2-TZVPD

The calculation puts the calculated total energy at -10280.47068 eV. The net charge is +2. As for the HOMO-LUMO gap: 8.40 eV.

CARTESIAN COORDINATES (ANGSTROEM)
C (-2.142, -0.177, -0.337)
C (-0.931, -1.117, -0.483)
C (-1.522, 1.052, 0.314)
C (-0.046, -0.608, 0.681)
N (1.362, -0.922, 0.709)
N (-0.319, 0.763, 0.838)
N (2.115, -0.239, -0.294)
N (1.779, 1.138, -0.399)
H (-2.649, 0.032, -1.277)
H (-2.888, -0.613, 0.337)
H (-1.186, -2.168, -0.386)
H (-0.445, -0.968, -1.449)
H (-1.479, 1.971, -0.311)
H (-2.105, 1.570, 1.118)
H (-0.451, -1.063, 1.616)
H (1.753, -0.777, 1.639)
H (3.120, -0.441, -0.095)
H (1.902, -0.701, -1.203)
H (1.908, 1.541, -1.323)
H (2.223, 1.726, 0.306)

---

[2]
Formula: C33H63ClN4O18S7
Source: the OMol25 dataset
Level of theory: wB97M-V/def2-TZVPD

The calculation puts the calculated total energy at -166424.80120 eV. As for the HOMO-LUMO gap: 7.44 eV.

CARTESIAN COORDINATES (ANGSTROEM)
C (4.533, 2.557, 2.572)
C (4.120, 3.965, 2.058)
C (3.856, 4.983, 3.187)
C (2.430, 4.955, 3.786)
N (1.488, 5.630, 2.842)
C (0.185, 5.078, 2.809)
C (-0.163, 3.798, 2.514)
Cl (1.045, 2.602, 2.118)
C (-1.529, 3.359, 2.482)
C (-2.598, 4.147, 2.734)
C (-3.985, 3.618, 2.646)
C (-5.050, 4.190, 3.373)
C (-6.278, 3.593, 3.144)
C (-6.485, 2.506, 2.319)
N (-5.477, 1.965, 1.630)
C (-4.305, 2.547, 1.810)
C (-2.303, 5.520, 3.054)
N (-3.169, 6.474, 3.335)
S (-2.313, 7.828, 3.596)
N (-0.824, 7.251, 3.361)
C (-0.914, 5.964, 3.084)
H (3.893, 1.808, 2.075)
H (4.377, 2.450, 3.654)
H (5.558, 2.284, 2.290)
H (3.273, 3.954, 1.363)
H (4.975, 4.351, 1.478)
H (3.994, 5.982, 2.739)
H (4.636, 4.902, 3.961)
H (2.097, 3.962, 4.099)
H (2.486, 5.563, 4.707)
H (1.344, 6.558, 3.237)
H (-1.730, 2.315, 2.242)
H (-4.915, 5.035, 4.038)
H (-7.159, 4.011, 3.671)
H (-7.481, 2.083, 2.185)
H (-3.477, 2.134, 1.223)
O (-9.563, 4.614, 4.452)
S (-10.851, 4.773, 3.842)
O (-11.534, 6.028, 3.845)
O (-11.830, 3.645, 4.399)
C (-12.042, 3.571, 5.823)
C (-12.899, 4.711, 6.341)
C (-10.767, 4.206, 2.176)
H (-11.082, 3.533, 6.340)
H (-12.548, 2.625, 6.007)
H (-12.403, 5.672, 6.214)
H (-13.109, 4.577, 7.403)
H (-13.842, 4.760, 5.795)
H (-10.276, 3.236, 2.152)
H (-10.184, 4.937, 1.619)
H (-11.774, 4.147, 1.771)
O (3.675, 1.127, -2.501)
S (2.923, 0.388, -1.531)
O (3.555, -0.582, -0.684)
O (1.672, -0.282, -2.248)
C (1.913, -1.162, -3.368)
C (2.507, -2.491, -2.944)
C (2.028, 1.499, -0.499)
H (2.548, -0.662, -4.102)
H (0.945, -1.330, -3.837)
H (3.498, -2.363, -2.511)
H (2.598, -3.158, -3.797)
H (1.881, -2.967, -2.186)
H (1.513, 2.230, -1.117)
H (2.754, 1.993, 0.142)
H (1.326, 0.928, 0.103)
O (2.654, -5.386, -4.021)
S (2.529, -6.816, -3.990)
O (1.503, -7.461, -3.231)
O (3.938, -7.446, -3.600)
C (4.544, -7.043, -2.355)
C (3.836, -7.630, -1.149)
C (2.447, -7.419, -5.640)
H (4.585, -5.954, -2.297)
H (5.570, -7.406, -2.385)
H (2.819, -7.252, -1.061)
H (4.370, -7.374, -0.233)
H (3.773, -8.715, -1.232)
H (3.239, -6.961, -6.227)
H (1.470, -7.138, -6.035)
H (2.543, -8.502, -5.624)
O (-1.132, -4.039, -6.212)
S (-1.261, -5.234, -5.434)
O (-0.912, -6.514, -5.982)
O (-2.744, -5.309, -4.851)
C (-3.844, -5.268, -5.779)
C (-3.984, -6.556, -6.569)
C (-0.412, -5.039, -3.910)
H (-3.738, -4.408, -6.443)
H (-4.740, -5.110, -5.183)
H (-3.122, -6.723, -7.214)
H (-4.873, -6.521, -7.199)
H (-4.056, -7.411, -5.897)
H (-0.687, -4.085, -3.466)
H (0.654, -5.057, -4.133)
H (-0.665, -5.866, -3.252)
O (9.516, 3.330, -2.647)
S (9.601, 2.245, -3.576)
O (9.312, 2.434, -4.964)
O (8.741, 1.024, -3.025)
C (7.340, 1.244, -2.746)
C (6.510, 1.384, -4.005)
C (11.185, 1.484, -3.441)
H (7.224, 2.115, -2.099)
H (7.001, 0.374, -2.185)
H (6.790, 2.271, -4.571)
H (5.453, 1.464, -3.755)
H (6.657, 0.524, -4.660)
H (11.407, 1.307, -2.392)
H (11.909, 2.175, -3.868)
H (11.180, 0.556, -4.006)
O (1.893, -1.433, 4.151)
S (1.432, -1.780, 2.841)
O (0.370, -1.050, 2.213)
O (1.074, -3.337, 2.819)
C (0.108, -3.825, 3.769)
C (-1.307, -3.392, 3.432)
C (2.793, -1.834, 1.730)
H (0.387, -3.511, 4.777)
H (0.171, -4.911, 3.737)
H (-1.419, -2.311, 3.499)
H (-2.019, -3.847, 4.121)
H (-1.563, -3.682, 2.412)
H (3.600, -2.410, 2.176)
H (3.110, -0.810, 1.564)
H (2.467, -2.275, 0.793)